C3H4O2S in the gas phase. Source: the Open Molecules 2025 dataset; level of theory: ωB97M-V/def2-TZVPD.

Geometry as ORCA input:
```
! wB97M-V def2-TZVPD RIJCOSX def2/J DEFGRID3
* xyz 0 1
C -0.52 -0.32 -1.17
C 0.37 1.77 1.68
C 0.12 -1.39 -1.54
O 0.17 -0.94 1.26
O 1.28 1.39 2.32
S -0.49 0.26 0.69
H -1.44 0.08 -1.56
H -0.20 2.63 1.82
H 0.99 -1.55 -1.03
H -0.27 -1.93 -2.48
*
```

Values from the calculation:
Strongest force on any atom: 4.28 eV/A
HOMO-LUMO gap: 0.3054 hartree
E_HOMO: -0.3132 Eh
Relative energy (zero: lowest compared OMol25 entry of this formula, charge and spin): 102.0 kcal/mol
LUMO energy: -0.21 eV

=====

2 unconnected molecules or ions with the total composition C3H4O2S. Source: the Open Molecules 2025 dataset; level of theory: ωB97M-V/def2-TZVPD.

Geometry as ORCA input:
```
! wB97M-V def2-TZVPD RIJCOSX def2/J DEFGRID3
* xyz 0 1
C -1.24 0.21 -0.29
C 0.71 1.21 0.40
C -1.48 -0.92 0.19
O 1.22 -1.18 0.03
O 3.26 0.39 -0.11
S 1.81 0.12 -0.20
H -1.78 0.95 -0.68
H 0.75 2.07 -0.15
H -0.78 -1.53 0.68
H -2.47 -1.33 0.12
*
```

Values from the calculation:
Strongest force on any atom: 5.88 eV/A
HOMO-LUMO gap (alpha / beta): 0.3025 / 0.3023 hartree
E_HOMO (alpha / beta): -0.3566 / -0.3565 Eh
Relative energy (zero: lowest compared OMol25 entry of this formula, charge and spin): 166.8 kcal/mol
LUMO energy (alpha / beta): -1.47 / -1.47 eV

=====

C3H4O2S2 in the gas phase. Source: the Open Molecules 2025 dataset; level of theory: ωB97M-V/def2-TZVPD.

Geometry as ORCA input:
```
! wB97M-V def2-TZVPD RIJCOSX def2/J DEFGRID3
* xyz 0 1
O 1.87 -2.20 -1.50
C 1.25 -1.55 -0.70
S 1.70 0.16 -0.35
C 0.42 0.60 0.87
O -0.54 1.52 0.37
C -1.61 1.08 -0.25
S -2.12 -0.44 -0.55
H 0.28 -1.92 -0.21
H 0.99 1.18 1.60
H 0.03 -0.32 1.32
H -2.26 1.89 -0.60
*
```

Values from the calculation:
Strongest force on any atom: 1.80 eV/A
HOMO-LUMO gap: 0.3431 hartree
Structure (SMILES): O=CSCOC=S
E_HOMO: -0.3413 Eh
Relative energy (zero: lowest compared OMol25 entry of this formula, charge and spin): 22.5 kcal/mol
LUMO energy: 0.05 eV

=====

C3H4O2S3 in the gas phase. Source: the Open Molecules 2025 dataset; level of theory: ωB97M-V/def2-TZVPD.

Geometry as ORCA input:
```
! wB97M-V def2-TZVPD RIJCOSX def2/J DEFGRID3
* xyz 0 1
O 0.24 -0.86 -1.72
C 0.96 -0.41 -0.64
S 2.76 -0.27 -0.48
C -0.11 -0.11 0.42
O -0.16 1.09 1.37
C -1.49 -0.22 -0.05
S -2.37 -1.63 0.08
S -2.20 1.07 -1.06
H 2.82 -0.66 0.77
H -0.01 -1.09 1.12
H 0.90 0.99 1.28
H -1.34 2.10 -1.08
*
```

Values from the calculation:
Strongest force on any atom: 8.37 eV/A
HOMO-LUMO gap: 0.2992 hartree
Structure (SMILES): O=C(S)[C@@H](O)C(=S)S
E_HOMO: -0.3297 Eh
Relative energy (zero: lowest compared OMol25 entry of this formula, charge and spin): 78.0 kcal/mol
LUMO energy: -0.83 eV

=====

2 unconnected molecules or ions with the total composition C3H4O3. Source: the Open Molecules 2025 dataset; level of theory: ωB97M-V/def2-TZVPD.

Geometry as ORCA input:
```
! wB97M-V def2-TZVPD RIJCOSX def2/J DEFGRID3
* xyz 0 1
O 2.10 1.06 -0.01
C 0.81 -0.63 0.34
C -0.31 0.14 -0.16
O -0.21 1.27 -0.61
C -1.72 -0.41 -0.14
O -2.01 -1.55 -0.40
H 1.72 1.82 -0.53
H 0.72 -1.74 0.26
H 1.35 -0.27 1.19
H -2.45 0.39 0.06
*
```

Values from the calculation:
Strongest force on any atom: 1.53 eV/A
HOMO-LUMO gap (alpha / beta): 0.2939 / 0.2940 hartree
E_HOMO (alpha / beta): -0.3776 / -0.3776 Eh
Relative energy (zero: lowest compared OMol25 entry of this formula, charge and spin): 138.5 kcal/mol
LUMO energy (alpha / beta): -2.28 / -2.28 eV

=====

C3H4O3 in the gas phase. Source: the Open Molecules 2025 dataset; level of theory: ωB97M-V/def2-TZVPD.

Geometry as ORCA input:
```
! wB97M-V def2-TZVPD RIJCOSX def2/J DEFGRID3
* xyz 0 1
O 1.13 1.47 -0.68
C 1.31 0.45 -0.06
C 0.41 -0.76 -0.18
O -0.87 -0.43 -0.68
C -1.58 0.35 0.15
O -1.20 0.72 1.22
H 2.17 0.33 0.63
H 0.85 -1.47 -0.89
H 0.33 -1.26 0.80
H -2.55 0.58 -0.30
*
```

Values from the calculation:
Strongest force on any atom: 0.59 eV/A
HOMO-LUMO gap: 0.4102 hartree
Structure (SMILES): O=CCOC=O
E_HOMO: -0.3785 Eh
Relative energy (zero: lowest compared OMol25 entry of this formula, charge and spin): 25.4 kcal/mol
LUMO energy: 0.86 eV